Computed, not measured: the ion C4H6ClN2O2S with charge +1 in a non-equilibrium geometry, with the ωB97M-V functional and the def2-TZVPD basis.

Output
Highest occupied orbital energy (alpha / beta): -13.36 / -13.35 eV
SMILES: CN1CC(=S(=O)=O)[NH+]=C1Cl
LUMO level (alpha / beta): -5.9 / -5.8 eV
Total charge: +1

Last columns: bonded neighbours and bond lengths (Å).
Element x y z (Å)
1 C -2.286 -0.342 -0.501  N2 1.455, H11 1.032, H12 1.144, H13 1.171
2 N -0.950 0.071 -0.100  C1 1.455, C3 1.462, C9 1.282
3 C 0.033 -0.927 0.319  N2 1.462, C4 1.514, H14 1.063, H15 1.105
4 C 1.275 -0.107 0.595  C3 1.514, S5 1.817, N8 1.427
5 S 2.833 -0.449 -0.274  C4 1.817, O6 1.455, O7 1.400
6 O 3.552 0.816 -0.253  S5 1.455
7 O 3.488 -1.653 0.009  S5 1.400
8 N 0.802 1.236 0.504  C4 1.427, C9 1.346, H16 1.080
9 C -0.502 1.242 0.170  N2 1.282, N8 1.346, Cl10 1.701
10 Cl -1.423 2.659 -0.011  C9 1.701
11 H -2.874 -0.863 0.168  C1 1.032
12 H -2.985 0.556 -0.611  C1 1.144
13 H -2.194 -1.095 -1.393  C1 1.171
14 H 0.062 -1.735 -0.371  C3 1.063
15 H -0.295 -1.498 1.206  C3 1.105
16 H 1.464 2.088 0.544  N8 1.080